ORCA calculation (wB97M-V/def2-TZVPD) on a cluster of 2 separate species, C2H8Cl2Si2 in total in a non-equilibrium geometry.

Calculated values
HOMO (alpha / beta) ... -8.771 / -8.117 eV
HOMO-LUMO gap (alpha / beta) ... 7.969 / 7.622 eV

Geometry as XYZ:
```
14
Properties=species:S:1:pos:R:3:nbo_charge:R:1
C 1.0621 1.4637 -2.1396 -0.64
C 0.8451 -1.4042 1.4497 -1.10
Si -1.1937 1.0352 -0.1506 0.39
Si -0.9375 -0.9907 0.9097 1.06
Cl -2.0947 -1.0603 2.6059 -0.37
Cl -1.5971 -2.5259 -0.2724 -0.36
H 1.1551 2.5300 -2.0982 0.18
H 1.8695 0.9101 -1.7046 0.18
H 0.6302 1.0526 -3.0266 0.19
H 1.5122 -0.5638 1.2877 0.25
H 0.8861 -1.6589 2.5062 0.25
H 1.2418 -2.2492 0.8922 0.25
H -0.9835 2.2132 0.6940 -0.14
H -2.3958 1.2481 -0.9533 -0.14
```

---

ORCA calculation (wB97M-V/def2-TZVPD) on a cluster of 2 separate species, C2H8Cl4N3P2 in total in a non-equilibrium geometry.

Calculated values
HOMO (alpha / beta) ... -13.429 / -13.174 eV
HOMO-LUMO gap (alpha / beta) ... 6.378 / 7.497 eV
Total charge ... +1

Geometry as XYZ:
```
19
Properties=species:S:1:pos:R:3:nbo_charge:R:1
C 0.6939 -1.0642 -3.3838 -0.41
C -0.8587 1.6622 3.1910 -0.44
N -0.1017 -0.3089 -0.5464 -0.86
N 0.0613 -2.0751 -2.5568 -0.96
N -0.8128 0.2090 3.1938 -0.88
P -0.3267 -1.7942 -0.9725 1.67
P -1.4823 -0.6777 1.9615 1.33
Cl 0.6644 -3.1811 0.1040 -0.24
Cl -2.2298 -2.4386 -0.8283 -0.22
Cl -1.5996 -2.4998 2.6882 -0.11
Cl -3.2861 0.0577 1.7438 -0.11
H 0.3094 -1.1532 -4.4015 0.22
H 0.4439 -0.0844 -2.9812 0.23
H 1.7812 -1.1674 -3.4087 0.20
H -0.0354 2.0634 3.7749 0.24
H -0.7999 2.0670 2.1802 0.23
H -1.7982 1.9908 3.6376 0.23
H 0.3099 -3.0273 -2.8021 0.43
H 0.0295 -0.1768 3.6043 0.44
```

---

ORCA calculation (wB97M-V/def2-TZVPD) on a cluster of 2 separate species, C2H8ClN2PS in total in a non-equilibrium geometry.

Calculated values
HOMO ... -9.151 eV
HOMO-LUMO gap ... 9.607 eV

Geometry as XYZ:
```
15
Properties=species:S:1:pos:R:3:nbo_charge:R:1
C 1.6303 -0.3030 0.4294 -0.41
C -0.3360 0.9086 1.2040 -0.42
N 0.7215 -0.6960 -2.2349 -1.23
N 0.3340 0.2419 0.1019 -0.78
P -0.2216 0.1854 -1.4116 1.70
S -1.8765 1.2516 -1.8156 -0.54
Cl -2.5225 -1.4931 0.1036 -0.25
H 2.0760 0.3614 1.1090 0.19
H 1.6276 -1.2473 0.8294 0.19
H 2.1119 -0.3454 -0.6310 0.25
H -1.3296 0.9932 0.7532 0.24
H -0.3259 0.4531 2.1304 0.20
H -0.0170 1.9815 1.3214 0.20
H -2.4811 -1.8292 1.3287 0.26
H 0.6088 -0.4627 -3.2178 0.40
```